No. 1
Entry from OMol25: a molecular structure, C28H33F3N4ORbS3 at a distorted geometry (wB97M-V/def2-TZVPD).

Geometry (Å):
1 Rb -0.17378 0.70695 -1.24523
2 C -1.75238 -3.19734 2.50194
3 C -0.81158 -3.76297 1.43248
4 S -0.28924 -2.54824 0.19842
5 C 1.45413 -2.95930 -0.06658
6 C 2.38002 -2.76346 1.12216
7 S 2.66692 -1.07305 1.71712
8 C 1.04224 -0.52151 2.32533
9 C 0.38046 -1.46575 3.33806
10 S -1.43531 -1.52733 3.16222
11 H -2.76341 -3.10529 2.09965
12 H -1.79794 -3.90366 3.33170
13 H 0.08372 -4.17541 1.89702
14 H -1.31905 -4.58174 0.92183
15 H 1.52799 -3.98445 -0.43452
16 H 1.74648 -2.30710 -0.89158
17 H 2.09349 -3.39818 1.96122
18 H 3.38237 -3.08363 0.82770
19 H 1.24598 0.45440 2.76917
20 H 0.38124 -0.34430 1.48986
21 H 0.74316 -2.48528 3.24407
22 H 0.59576 -1.14821 4.35679
23 C 1.50719 6.23073 -1.76260
24 C 1.00556 5.04399 -2.59251
25 C 2.09556 4.06805 -2.95508
26 C 2.81552 4.23314 -4.13440
27 C 3.80520 3.33557 -4.50627
28 C 4.07005 2.24652 -3.68940
29 C 3.37656 2.04991 -2.50088
30 C 3.68130 0.85291 -1.63288
31 C 4.86734 1.09583 -0.69594
32 C 2.39509 2.97915 -2.11691
33 N 1.60308 2.71867 -0.99076
34 C 1.72195 3.29115 0.14840
35 C 0.84501 3.06801 1.26135
36 C 0.93542 3.71463 2.50968
37 C -0.13235 3.23721 3.27064
38 C -0.81141 2.32947 2.43012
39 N -0.23812 2.21853 1.22502
40 H 0.69898 6.93943 -1.56652
41 H 2.30781 6.75748 -2.28730
42 H 1.89949 5.89457 -0.80150
43 H 0.55282 5.41861 -3.51315
44 H 0.22585 4.52484 -2.03348
45 H 2.57656 5.07330 -4.78047
46 H 4.34490 3.46871 -5.43683
47 H 4.81747 1.51667 -3.98532
48 H 3.87809 -0.01046 -2.27174
49 H 2.81772 0.61823 -1.01372
50 H 5.77820 1.29687 -1.26578
51 H 5.04083 0.22957 -0.05407
52 H 4.67651 1.95921 -0.05228
53 H 2.53453 4.00927 0.32468
54 H 1.68855 4.43662 2.79949
55 H -0.39622 3.50449 4.28512
56 H -1.68988 1.74127 2.67857
57 O 1.67629 -2.54745 -3.81596
58 C 0.76974 -1.79559 -3.51865
59 N -0.11280 -1.05706 -3.20005
60 F -6.54453 0.96229 -4.41341
61 C -6.59206 1.22520 -3.10043
62 F -7.64990 0.55857 -2.59893
63 F -6.86169 2.53596 -2.96165
64 C -5.32401 0.84554 -2.39036
65 C -5.16975 1.20337 -1.05925
66 C -4.00059 0.83184 -0.41986
67 N -3.02902 0.14469 -1.02392
68 C -3.18608 -0.19255 -2.30519
69 C -4.32431 0.14168 -3.03272
70 H -5.93503 1.76621 -0.54034
71 H -3.82255 1.10452 0.61569
72 H -2.36009 -0.73741 -2.76564
73 H -4.41517 -0.13910 -4.07224

2S+1 = 1
Charge = -1
DFT total energy = -78896.723 eV
ΔE to the lowest compared entry with this formula, charge and spin = 18.3 kcal per mole
LUMO level = 2.067 eV
Kohn-Sham gap = 6.61 eV

***

No. 2
Entry from OMol25: a molecular structure, C16H17ClN4O4S at a distorted geometry (wB97M-V/def2-TZVPD).

Geometry (Å):
1 O -1.41332 -0.96840 -0.43393
2 C -1.82623 0.08676 -0.21099
3 N -3.02097 0.32836 0.33661
4 N -3.88239 -0.87718 0.76366
5 C -5.24242 -1.14275 0.23607
6 C -6.06905 0.04111 0.00802
7 C -7.44614 -0.15211 -0.17221
8 C -7.99366 -1.23620 -0.32878
9 C -7.28449 -2.32185 0.12698
10 C -5.85121 -2.25317 0.50716
11 H -5.37054 -2.85779 0.86635
12 H -7.80532 -3.21784 0.22129
13 H -8.99805 -1.55122 -0.55097
14 H -7.90295 0.91716 -0.64028
15 H -5.55955 1.07901 -0.29007
16 H -3.45799 -1.72851 0.84152
17 H -3.42070 0.99953 0.72979
18 C -1.32564 1.38218 -0.32041
19 O -1.67962 2.60402 -0.14550
20 N -0.13560 1.34503 -0.92859
21 N 0.81042 2.29257 -1.09649
22 H 0.29587 3.29208 -1.01987
23 S 1.59695 2.46308 0.61894
24 O 0.67637 1.73869 1.67155
25 O 2.01853 3.86617 0.54915
26 C 3.09609 1.33161 0.22086
27 C 4.17377 1.69337 -0.27854
28 C 5.27636 1.22463 -0.61137
29 C 5.08137 -0.34922 -0.27260
30 C 4.02428 -0.90138 0.19972
31 C 2.92108 0.05823 0.38536
32 H 1.96599 -0.48202 0.71840
33 H 3.95331 -1.88866 0.30366
34 C 6.32372 -1.31702 -0.70207
35 C 7.20088 -1.34549 0.56237
36 H 7.65121 -0.09469 0.88313
37 H 6.72510 -1.71967 1.22381
38 Cl 8.65251 -2.29016 0.49977
39 H 6.90798 -0.73115 -1.48935
40 H 5.90073 -2.06345 -0.86183
41 H 6.22658 1.41744 -0.81570
42 H 4.05910 3.01917 -0.17525
43 H 0.14768 0.30973 -1.12936

2S+1 = 1
Charge = 0
DFT total energy = -54358.236 eV
LUMO level = -0.299 eV
Kohn-Sham gap = 8.35 eV

***

No. 3
Entry from OMol25: 5 unconnected molecules or ions with the total composition C26H66N4O10 at a distorted geometry (wB97M-V/def2-TZVPD).

Geometry (Å):
1 C -13.77750 -7.23721 -16.31033
2 O -12.30034 -7.39633 -16.39814
3 C -11.56004 -6.61675 -15.42864
4 C -10.05114 -6.70284 -15.62672
5 N -9.23528 -6.38857 -14.48359
6 C -8.87961 -7.44173 -13.52802
7 C -7.39283 -7.40248 -13.06719
8 O -7.33124 -6.34609 -12.03391
9 C -6.52647 -6.53043 -10.94632
10 H -13.98638 -6.32345 -16.86666
11 H -14.09140 -7.29531 -15.26812
12 H -14.30823 -8.11545 -16.67793
13 H -11.75561 -6.89324 -14.39259
14 H -11.71200 -5.55165 -15.60346
15 H -9.72810 -6.22702 -16.55264
16 H -9.99993 -7.76060 -15.88480
17 H -9.51815 -5.54828 -13.99985
18 H -8.92105 -8.27648 -14.22771
19 H -9.62376 -7.79273 -12.81308
20 H -6.76185 -7.15168 -13.91987
21 H -7.11320 -8.38310 -12.68209
22 H -5.64608 -7.17279 -10.96565
23 H -7.18946 -6.91548 -10.17153
24 H -6.18484 -5.59795 -10.49702
25 C -15.96402 -14.97049 -20.65662
26 O -17.13696 -14.66752 -21.42623
27 C -17.11203 -13.68701 -22.41525
28 C -16.53687 -12.30184 -21.97125
29 N -15.05400 -12.28768 -21.91924
30 C -14.58128 -11.00489 -21.39317
31 C -13.05122 -11.20727 -20.92657
32 O -13.04466 -12.35466 -20.03683
33 C -12.69701 -12.23628 -18.67165
34 H -16.38250 -15.33927 -19.72015
35 H -15.39616 -14.18111 -20.16417
36 H -15.28436 -15.74894 -21.00327
37 H -18.14705 -13.57294 -22.73747
38 H -16.51490 -13.97925 -23.27903
39 H -17.07042 -12.01561 -21.06489
40 H -16.89868 -11.54339 -22.66548
41 H -14.65239 -12.90814 -21.23089
42 H -15.23740 -10.69016 -20.58166
43 H -14.65104 -10.27743 -22.20189
44 H -12.61897 -10.32879 -20.44746
45 H -12.43784 -11.56669 -21.75282
46 H -11.67202 -11.87873 -18.57342
47 H -12.97929 -13.09574 -18.06356
48 H -13.39664 -11.51065 -18.25681
49 C -22.09171 -16.82459 -12.70774
50 O -20.82331 -16.13065 -12.40738
51 C -20.04734 -16.04493 -13.62189
52 C -18.75809 -15.36036 -13.26588
53 N -18.93321 -13.96662 -12.99121
54 C -17.65343 -13.36323 -12.69628
55 C -17.70715 -11.81512 -12.34601
56 O -16.46897 -11.24080 -12.48400
57 C -15.47586 -11.57327 -11.46433
58 H -21.81472 -17.83241 -13.01708
59 H -22.58383 -16.22170 -13.47091
60 H -22.67292 -16.91309 -11.78988
61 H -20.53225 -15.68679 -14.53002
62 H -19.86261 -17.09225 -13.86085
63 H -18.13407 -15.65865 -14.10833
64 H -18.36365 -16.04019 -12.51067
65 H -19.62541 -13.97436 -12.25575
66 H -17.12142 -13.55974 -13.62711
67 H -17.13939 -13.85678 -11.87150
68 H -18.07954 -11.84440 -11.32202
69 H -18.46078 -11.27939 -12.92320
70 H -15.08751 -12.57942 -11.62225
71 H -15.79491 -11.44084 -10.43052
72 H -14.50681 -11.07966 -11.53775
73 C -33.19086 -11.95096 -27.15222
74 O -32.33905 -13.10853 -27.22776
75 C -31.03210 -12.81336 -26.75595
76 C -30.41877 -14.20575 -26.38278
77 N -29.18826 -14.16145 -25.60752
78 C -29.29234 -13.66960 -24.20864
79 C -28.15292 -13.86626 -23.24935
80 O -26.91366 -13.43986 -23.86006
81 C -25.81178 -13.74635 -22.98637
82 H -33.37855 -11.51933 -26.16908
83 H -34.09528 -12.07146 -27.74855
84 H -32.77933 -11.11932 -27.72415
85 H -30.92153 -12.12909 -25.91474
86 H -30.48833 -12.26342 -27.52406
87 H -30.31793 -14.63495 -27.37963
88 H -31.18131 -14.63067 -25.73004
89 H -28.60975 -14.98934 -25.60993
90 H -30.17168 -14.07282 -23.70637
91 H -29.52083 -12.62816 -24.43516
92 H -28.12571 -14.92287 -22.98301
93 H -28.44869 -13.37808 -22.32075
94 H -25.92266 -14.79552 -22.71241
95 H -25.78759 -13.10160 -22.10784
96 H -24.85279 -13.65552 -23.49645
97 O -21.81769 -11.48804 -18.30215
98 C -20.71573 -12.35573 -18.17764
99 C -19.49177 -11.67400 -17.56037
100 O -19.30393 -10.44506 -18.33046
101 H -21.80146 -10.98876 -19.12194
102 H -20.93203 -13.10829 -17.41937
103 H -20.56179 -12.90269 -19.10783
104 H -18.56758 -12.23585 -17.42513
105 H -19.83498 -11.32560 -16.58624
106 H -19.89222 -9.76055 -18.00341

2S+1 = 1
Charge = 0
DFT total energy = -54456.670 eV
Structure (SMILES) = COCCNCCOC.COCCNCCOC.COCCNCCOC.COCCNCCOC.OCCO
ΔE to the lowest compared entry with this formula, charge and spin = 217.0 kcal per mole
LUMO level = 0.348 eV
Kohn-Sham gap = 8.75 eV

***

No. 4
Entry from OMol25: a molecular structure, C46H42BrN9O2Pb (wB97M-V/def2-TZVPD).

Geometry (Å):
1 Pb -1.58434 0.91916 -0.82657
2 Br 0.40846 1.04341 6.78544
3 C -0.20880 1.45516 5.02512
4 C 0.17605 2.65790 4.41964
5 C -0.25438 2.93055 3.15175
6 C -1.05501 2.02888 2.37460
7 O -1.39149 2.37142 1.19458
8 C -1.44531 0.80922 3.04472
9 C -2.33694 -0.17614 2.48668
10 N -2.56429 -0.39366 1.24618
11 C -3.52476 -1.30076 0.81162
12 C -3.61591 -2.60305 1.24652
13 C -4.57780 -3.47895 0.71250
14 C -5.47951 -3.05748 -0.22325
15 C -5.45265 -1.71641 -0.66736
16 C -6.39180 -1.18256 -1.57712
17 C -6.31315 0.13163 -1.94688
18 C -5.23578 0.89982 -1.46619
19 N -4.33496 0.43539 -0.63612
20 C -4.44771 -0.84094 -0.18542
21 C -1.02749 0.57783 4.37062
22 H 0.78761 3.36438 4.96574
23 H 0.02257 3.85815 2.66528
24 H -2.89691 -0.75872 3.23333
25 H -2.92133 -2.96438 1.99489
26 H -4.60236 -4.50531 1.05588
27 H -6.21831 -3.74066 -0.62298
28 H -7.16881 -1.82274 -1.97794
29 H -7.03225 0.57049 -2.62467
30 H -5.09820 1.92343 -1.80260
31 H -1.34431 -0.32912 4.87360
32 C 3.04409 -4.05613 -1.57327
33 C 2.32921 -2.76810 -1.86895
34 C 2.98589 -1.53764 -1.84386
35 C 2.31846 -0.35808 -2.09307
36 C 0.94023 -0.30677 -2.38161
37 N 0.24942 0.88732 -2.51246
38 C 0.75654 1.88250 -3.29751
39 C 1.72097 1.60750 -4.30255
40 C 2.21919 2.55647 -5.16186
41 C 1.76478 3.87346 -5.12597
42 C 2.24030 4.89275 -6.12678
43 C 0.81147 4.17079 -4.17414
44 C 0.32548 3.23604 -3.25511
45 N -0.60912 3.76488 -2.30546
46 C -0.55924 5.02243 -1.80927
47 C -1.70984 5.23961 -1.08561
48 C -2.41208 4.03875 -1.18076
49 N -1.74252 3.15324 -1.91422
50 C 0.29739 -1.56294 -2.44309
51 C 0.97899 -2.74704 -2.16079
52 N -1.03054 -1.71221 -2.94644
53 C -1.39916 -2.63347 -3.86476
54 C -2.72255 -2.40913 -4.16605
55 C -3.07774 -1.30864 -3.37912
56 N -2.05250 -0.90234 -2.64068
57 H 4.09790 -3.99182 -1.84619
58 H 2.59526 -4.88925 -2.11548
59 H 2.98383 -4.27000 -0.50682
60 H 4.04666 -1.50532 -1.61778
61 H 2.86286 0.57729 -2.06208
62 H 2.06297 0.58637 -4.39585
63 H 2.96229 2.26405 -5.89625
64 H 3.27629 4.70438 -6.40942
65 H 2.17089 5.90636 -5.73148
66 H 1.63940 4.84707 -7.03879
67 H 0.40276 5.17403 -4.14795
68 H 0.28834 5.66232 -1.97796
69 H -1.99781 6.12926 -0.55430
70 H -3.34748 3.75597 -0.72480
71 H 0.42681 -3.67986 -2.20145
72 H -0.69748 -3.35080 -4.25274
73 H -3.34286 -2.95054 -4.85883
74 H -4.02177 -0.79428 -3.32975
75 C 4.25043 -3.91387 4.51754
76 C 2.83701 -3.38378 4.73809
77 N 2.60729 -2.10193 4.07521
78 C 2.50180 -0.92018 4.92107
79 C 3.82988 -0.49515 5.53887
80 C 2.32081 -2.14418 2.75109
81 O 2.24186 -3.20193 2.13768
82 C 2.08482 -0.84993 2.03106
83 C 3.00956 0.18424 1.98358
84 C 2.70375 1.32794 1.26375
85 C 1.48849 1.39307 0.60722
86 N 0.62247 0.38321 0.60411
87 C 0.92168 -0.71456 1.28190
88 H 4.37968 -4.86168 5.04148
89 H 4.99494 -3.20633 4.88348
90 H 4.41788 -4.08084 3.45452
91 H 2.63628 -3.25267 5.80191
92 H 2.12219 -4.10272 4.33672
93 H 1.79634 -1.13760 5.72688
94 H 2.08562 -0.10262 4.33853
95 H 4.21570 -1.26380 6.20950
96 H 3.67797 0.41586 6.11876
97 H 4.57767 -0.29821 4.76925
98 H 3.95771 0.10018 2.50098
99 H 3.39456 2.15869 1.21741
100 H 1.18653 2.28133 0.06132
101 H 0.19092 -1.51697 1.26775

2S+1 = 1
Charge = 0
DFT total energy = -141180.886 eV
ΔE to the lowest compared entry with this formula, charge and spin = 4.7 kcal per mole
LUMO level = -0.219 eV
Kohn-Sham gap = 6.20 eV

***

No. 5
Entry from OMol25: a molecular structure, C30H38IrN8O3PS2 (wB97M-V/def2-TZVPD).

Geometry (Å):
1 Ir 0.58534 -0.19644 -0.54941
2 S 0.62054 -2.45702 -0.80089
3 C 0.42893 -2.80460 0.90280
4 N 0.01191 -4.03387 1.19788
5 N 0.06737 -4.54121 2.38596
6 C 0.92916 -4.30537 3.49761
7 C 0.43917 -4.67144 4.74562
8 C 1.25081 -4.55630 5.86331
9 C 2.55017 -4.09260 5.73120
10 C 3.04026 -3.75781 4.47514
11 C 2.23707 -3.85835 3.35203
12 N 0.62345 -1.87027 1.83060
13 N 0.77387 -0.65695 1.45009
14 C 1.06418 0.24499 2.50422
15 C 1.39945 -0.22288 3.77974
16 C 1.66159 0.68317 4.79041
17 C 1.60271 2.05077 4.55463
18 C 1.27704 2.51177 3.28903
19 C 1.00664 1.61482 2.26855
20 H -0.46008 -5.40328 2.44652
21 H -0.57507 -5.03980 4.84248
22 H 0.86599 -4.83774 6.83368
23 H 3.18653 -4.00592 6.60119
24 H 4.06386 -3.42465 4.36605
25 H 2.63856 -3.61673 2.37832
26 H 1.46007 -1.28336 3.97280
27 H 1.92175 0.31641 5.77434
28 H 1.80840 2.74938 5.35408
29 H 1.22337 3.57543 3.09589
30 H 0.74954 1.98315 1.29004
31 C -2.26128 2.92639 1.77579
32 C -2.02764 2.25994 0.44523
33 O -2.18169 0.82950 0.62710
34 P -1.61443 -0.28122 -0.34760
35 O -2.26688 -0.10650 -1.76527
36 C -3.69960 -0.31712 -2.01896
37 C -4.39058 0.99105 -2.29802
38 O -2.23773 -1.57619 0.26751
39 C -2.73545 -1.75313 1.63369
40 C -4.21515 -1.48707 1.69916
41 H -2.21798 4.00974 1.65440
42 H -1.50362 2.62875 2.49879
43 H -3.24643 2.67100 2.16346
44 H -1.02518 2.46248 0.04921
45 H -2.75451 2.57758 -0.29938
46 H -4.13296 -0.84051 -1.16815
47 H -3.72538 -0.98165 -2.87916
48 H -4.45148 1.61213 -1.40588
49 H -5.41028 0.79169 -2.62877
50 H -3.88234 1.54129 -3.08922
51 H -2.16665 -1.10393 2.29819
52 H -2.50154 -2.79074 1.86110
53 H -4.44557 -0.45814 1.42433
54 H -4.55881 -1.64255 2.72297
55 H -4.76531 -2.17249 1.05525
56 C 1.26668 4.46926 -2.87892
57 C 1.81976 4.24844 -1.47025
58 C 2.42435 2.89032 -1.31713
59 N 1.80265 1.87099 -0.83552
60 N 2.57569 0.72323 -0.83320
61 C 3.75862 0.87932 -1.35622
62 N 4.64007 -0.11420 -1.52072
63 S 4.04255 2.52280 -1.83287
64 H 0.83282 5.46379 -2.96147
65 H 0.48752 3.73810 -3.10126
66 H 2.05080 4.38220 -3.63206
67 H 1.02505 4.33242 -0.72754
68 H 2.56520 5.00621 -1.22541
69 H 4.43118 -1.01253 -1.11563
70 H 5.58846 0.06611 -1.80000
71 N 0.46295 0.03245 -2.56875
72 C 0.33923 0.13695 -3.70262
73 C 0.17761 0.26553 -5.11249
74 C 0.12194 1.53956 -5.68307
75 C -0.04406 1.65264 -7.05073
76 C -0.15162 0.50955 -7.83386
77 C -0.09463 -0.75418 -7.26015
78 C 0.07128 -0.88746 -5.89350
79 H 0.20671 2.42015 -5.06056
80 H -0.09085 2.63042 -7.50942
81 H -0.28204 0.60539 -8.90335
82 H -0.17967 -1.63592 -7.87965
83 H 0.11765 -1.86513 -5.43340

2S+1 = 1
Charge = +2
DFT total energy = -83576.573 eV
ΔE to the lowest compared entry with this formula, charge and spin = 5.2 kcal per mole
LUMO level (spin up / spin down) = -6.104 / -6.265 eV
Kohn-Sham gap (spin up / spin down) = 6.19 / 6.12 eV

***

No. 6
Entry from OMol25: a molecular structure, C4H12Cl2N2Si2 at a distorted geometry (wB97M-V/def2-TZVPD).

Geometry (Å):
1 C 0.11392 -3.34361 -0.07320
2 C -0.68594 -2.06581 -0.18789
3 C 0.06267 -1.07913 -1.19181
4 C -0.49938 0.40537 -1.12218
5 N 0.68775 2.82429 1.57885
6 N 0.06490 1.26088 -0.06752
7 Si 0.94365 3.36215 0.01206
8 Si -0.10346 1.25168 1.57429
9 Cl -0.39711 4.70724 -0.61340
10 Cl -1.94833 1.83174 2.47765
11 H 0.31026 -3.62402 -1.08638
12 H 1.11595 -3.37229 0.20906
13 H -0.30516 -4.18360 0.50011
14 H -1.69018 -2.22810 -0.54325
15 H -0.80263 -1.46168 0.77595
16 H 1.10381 -1.06415 -1.08627
17 H -0.16835 -1.47458 -2.14874
18 H -1.66313 0.32408 -1.02819
19 H -0.38676 0.83786 -2.20241
20 H 1.28980 3.13858 2.31154
21 H 2.28088 3.67059 -0.59807
22 H 0.67684 0.28249 2.50981

2S+1 = 1
Charge = 0
DFT total energy = -48125.739 eV
ΔE to the lowest compared entry with this formula, charge and spin = 39.9 kcal per mole
LUMO level = -0.067 eV
Kohn-Sham gap = 8.74 eV